A molecular structure, C42H112As2F18N9O12S2 in a non-equilibrium geometry, computed with ωB97M-V/def2-TZVPD.

Calculated values
calculated total energy: -275561.0590 eV
Kohn-Sham gap: 5.5 eV
total charge: +5

Geometry (Å):
C: 4.41 3.51 -3.65
F: 5.73 3.48 -3.84
F: 3.77 4.59 -4.27
F: 3.88 2.44 -4.16
S: 4.17 3.48 -1.69
O: 5.16 2.54 -1.18
O: 4.37 4.81 -1.21
N: 2.49 2.87 -1.71
S: 2.27 2.29 -0.33
O: 2.24 0.82 -0.35
O: 2.96 2.90 0.83
C: 0.42 2.74 0.02
F: 0.41 4.14 0.02
F: -0.33 2.27 -0.98
F: 0.01 2.23 1.18
C: -1.47 -2.67 -13.87
C: -0.75 -3.79 -13.19
N: -1.65 -4.91 -12.50
C: -2.76 -5.39 -13.56
C: -0.71 -6.11 -12.21
C: -1.36 -7.44 -11.77
C: -2.58 -4.37 -11.33
C: -1.75 -3.60 -10.31
O: -0.73 -4.47 -9.87
C: -0.05 -3.89 -8.72
H: -1.89 -2.99 -14.82
H: -0.67 -1.96 -14.07
H: -2.15 -2.18 -13.16
H: -0.05 -3.56 -12.38
H: -0.27 -4.35 -13.99
H: -2.28 -5.90 -14.40
H: -3.38 -4.60 -13.99
H: -3.41 -5.99 -12.93
H: 0.19 -5.95 -11.63
H: -0.35 -6.37 -13.21
H: -1.77 -7.42 -10.76
H: -0.58 -8.20 -11.78
H: -2.03 -7.90 -12.49
H: -2.96 -5.24 -10.80
H: -3.22 -3.64 -11.84
H: -2.40 -3.18 -9.54
H: -1.32 -2.71 -10.77
H: 0.30 -4.69 -8.07
H: -0.70 -3.33 -8.05
H: 0.86 -3.34 -9.00
C: -10.87 -0.07 5.82
C: -9.47 -0.78 5.77
N: -9.40 -2.35 5.67
C: -10.30 -2.85 4.55
C: -8.02 -2.76 5.44
C: -7.36 -2.36 3.97
C: -9.95 -2.79 7.03
C: -9.56 -4.30 7.33
O: -9.91 -5.28 6.33
C: -9.51 -6.59 6.62
H: -11.40 -0.20 4.87
H: -11.12 0.97 6.01
H: -11.48 -0.55 6.59
H: -8.98 -0.35 6.65
H: -9.02 -0.46 4.83
H: -9.94 -2.51 3.58
H: -11.30 -2.45 4.69
H: -10.41 -3.93 4.62
H: -8.03 -3.84 5.35
H: -7.35 -2.47 6.25
H: -7.82 -3.07 3.28
H: -6.29 -2.53 4.06
H: -7.44 -1.28 3.83
H: -11.03 -2.69 7.13
H: -9.69 -2.14 7.86
H: -10.13 -4.45 8.25
H: -8.50 -4.24 7.57
H: -8.50 -6.67 7.03
H: -9.58 -7.20 5.71
H: -10.14 -7.03 7.39
C: 16.89 -1.70 -1.69
C: 15.83 -1.39 -0.64
C: 14.86 -0.24 -1.02
O: 14.03 -0.55 -2.14
C: 13.33 0.45 -3.00
N: 15.11 -2.73 -0.58
H: 14.20 -2.76 -0.16
H: 15.03 -2.99 -1.55
H: 15.75 -3.40 -0.16
H: 16.55 -2.07 -2.66
H: 17.67 -2.39 -1.37
H: 17.41 -0.78 -1.97
H: 16.17 -1.32 0.39
H: 15.33 0.73 -1.22
H: 14.37 -0.06 -0.06
H: 13.96 1.25 -3.38
H: 12.59 0.75 -2.25
H: 12.74 -0.04 -3.77
C: 0.06 -5.74 7.62
C: 0.86 -4.63 8.25
C: 0.51 -3.25 7.54
O: 0.70 -2.17 8.42
C: 0.23 -0.92 7.92
N: 0.51 -4.49 9.79
H: 1.12 -3.83 10.24
H: -0.36 -4.01 9.96
H: 0.58 -5.33 10.35
H: 0.14 -6.73 8.06
H: 0.32 -5.74 6.56
H: -0.97 -5.41 7.47
H: 1.94 -4.75 8.27
H: -0.53 -3.21 7.21
H: 1.10 -3.04 6.65
H: 0.48 -0.16 8.66
H: -0.84 -0.93 7.73
H: 0.74 -0.61 7.01
C: 7.73 4.53 7.65
C: 6.77 5.37 6.80
C: 6.88 6.90 7.08
O: 6.12 7.71 6.19
C: 4.78 7.71 6.58
N: 7.19 5.21 5.35
H: 6.65 5.80 4.73
H: 8.19 5.38 5.24
H: 6.93 4.29 5.04
H: 8.80 4.53 7.45
H: 7.32 3.53 7.55
H: 7.62 4.64 8.73
H: 5.84 4.83 6.95
H: 7.93 7.16 6.94
H: 6.84 7.12 8.15
H: 4.61 7.32 7.58
H: 4.37 6.90 5.97
H: 4.31 8.66 6.34
C: -1.13 6.72 13.54
C: -2.31 6.32 12.61
C: -1.99 6.63 11.18
O: -2.85 5.90 10.30
C: -2.68 6.22 8.91
N: -2.58 4.76 12.73
H: -1.87 4.20 12.27
H: -2.55 4.37 13.67
H: -3.52 4.53 12.42
H: -1.12 6.08 14.42
H: -1.12 7.76 13.89
H: -0.22 6.52 12.98
H: -3.28 6.77 12.79
H: -1.02 6.31 10.80
H: -2.09 7.68 10.94
H: -2.75 7.31 8.82
H: -3.55 5.78 8.42
H: -1.74 6.03 8.40
C: -0.83 9.49 -5.17
C: -2.22 8.92 -4.91
C: -3.22 9.60 -5.94
O: -4.50 9.09 -6.14
C: -5.10 9.59 -7.32
N: -2.14 7.44 -5.20
H: -1.76 7.23 -6.11
H: -1.51 6.97 -4.56
H: -3.05 7.01 -5.28
H: -0.24 9.07 -5.98
H: -0.08 9.36 -4.39
H: -0.86 10.58 -5.18
H: -2.66 9.12 -3.93
H: -2.69 9.57 -6.90
H: -3.33 10.63 -5.59
H: -5.13 8.90 -8.17
H: -4.62 10.49 -7.71
H: -6.15 9.81 -7.10
C: 0.58 -9.91 -3.77
C: 1.83 -10.36 -3.05
C: 2.69 -9.30 -2.29
O: 2.10 -8.83 -1.09
C: 2.66 -7.60 -0.65
N: 1.39 -11.30 -1.87
H: 0.77 -12.07 -2.07
H: 2.11 -11.55 -1.20
H: 0.86 -10.65 -1.32
H: 0.85 -9.25 -4.60
H: 0.02 -9.28 -3.08
H: 0.04 -10.80 -4.08
H: 2.59 -10.87 -3.64
H: 2.91 -8.52 -3.02
H: 3.61 -9.83 -2.03
H: 2.24 -7.47 0.35
H: 2.07 -6.91 -1.25
H: 3.73 -7.45 -0.80
As: -0.07 4.81 -12.15
F: -0.74 4.74 -10.39
F: 1.42 5.26 -11.38
F: 0.52 4.88 -13.81
F: -1.64 4.24 -12.87
F: -0.61 6.59 -12.23
F: 0.44 3.17 -12.03
As: -8.37 3.50 -2.57
F: -6.79 3.66 -3.39
F: -8.63 5.26 -2.28
F: -9.95 3.16 -1.77
F: -8.14 1.68 -2.75
F: -7.62 3.42 -0.92
F: -9.25 3.67 -4.12

---

15 unconnected molecules or ions with the total composition C42H112N15O27 in a non-equilibrium geometry, computed with ωB97M-V/def2-TZVPD.

Calculated values
multiplicity: 2
calculated total energy: -122966.8292 eV
Kohn-Sham gap (spin up / spin down): 1.2 / 5.2 eV

Geometry (Å):
C: -4.37 -1.94 -1.99
N: -3.85 -1.13 -3.19
C: -2.30 -1.07 -3.19
C: -4.33 -1.86 -4.51
C: -4.45 0.31 -3.04
C: -5.89 0.51 -2.59
O: -6.81 -0.18 -3.45
H: -5.45 -1.96 -2.09
H: -3.89 -1.48 -1.12
H: -3.93 -2.94 -2.05
H: -2.02 -0.47 -2.33
H: -2.13 -0.67 -4.19
H: -2.01 -2.12 -3.11
H: -3.96 -1.32 -5.38
H: -5.42 -1.83 -4.49
H: -3.93 -2.87 -4.42
H: -4.24 0.86 -3.96
H: -3.81 0.88 -2.36
H: -6.22 1.55 -2.60
H: -6.02 0.18 -1.55
H: -7.65 0.26 -3.39
C: 3.87 -0.49 5.70
N: 4.47 -1.18 4.46
C: 5.48 -0.19 3.78
C: 5.31 -2.44 4.82
C: 3.26 -1.47 3.57
C: 2.42 -2.72 3.99
O: 1.72 -2.58 5.18
H: 4.58 0.01 6.36
H: 3.36 -1.29 6.24
H: 3.08 0.17 5.34
H: 6.29 0.15 4.43
H: 4.97 0.73 3.49
H: 5.85 -0.67 2.88
H: 6.11 -2.03 5.44
H: 5.58 -2.99 3.92
H: 4.68 -3.14 5.37
H: 3.69 -1.72 2.60
H: 2.71 -0.54 3.44
H: 3.06 -3.59 4.14
H: 1.73 -3.09 3.24
H: 1.31 -3.44 5.30
C: -0.25 5.00 2.50
C: -1.35 4.57 3.48
C: -2.42 5.58 3.70
O: -3.42 5.16 4.55
C: -4.71 5.58 4.29
N: -1.96 3.18 2.99
H: -1.32 2.40 2.91
H: -2.62 2.81 3.66
H: -2.56 3.08 2.18
H: 0.15 5.98 2.76
H: -0.56 5.09 1.46
H: 0.49 4.20 2.44
H: -0.82 4.30 4.39
H: -2.85 5.86 2.74
H: -2.08 6.57 4.01
H: -4.66 6.58 3.85
H: -5.31 5.64 5.20
H: -5.38 4.98 3.68
C: 1.37 0.94 -1.55
C: 0.26 0.87 -0.45
C: 0.79 1.12 1.00
O: -0.30 1.10 1.96
C: -0.50 -0.16 2.53
N: -0.87 1.93 -0.79
H: -1.15 2.09 -1.75
H: -1.72 1.89 -0.25
H: -0.62 2.86 -0.49
H: 1.94 0.02 -1.43
H: 2.11 1.74 -1.41
H: 1.03 1.12 -2.57
H: -0.26 -0.09 -0.47
H: 1.19 2.13 0.97
H: 1.65 0.49 1.25
H: -0.57 -0.96 1.79
H: -1.46 -0.07 3.04
H: 0.19 -0.56 3.27
C: -4.31 -1.52 6.79
C: -4.07 -0.80 5.43
C: -3.99 0.80 5.48
O: -4.14 1.44 4.22
C: -5.43 1.64 3.85
N: -2.83 -1.41 4.72
H: -2.75 -2.41 4.71
H: -2.80 -1.09 3.76
H: -2.04 -1.05 5.23
H: -4.58 -2.58 6.72
H: -5.17 -1.16 7.34
H: -3.33 -1.39 7.26
H: -4.84 -1.06 4.71
H: -3.03 1.12 5.90
H: -4.68 1.19 6.22
H: -5.87 2.35 4.54
H: -5.98 0.70 3.73
H: -5.50 2.18 2.90
C: -0.90 -0.77 -8.22
C: 0.40 -0.25 -7.52
C: 0.64 -0.95 -6.13
O: 1.87 -0.53 -5.43
C: 2.05 -1.12 -4.19
N: 1.67 -0.41 -8.39
H: 1.35 -0.04 -9.28
H: 2.56 -0.08 -8.05
H: 1.79 -1.39 -8.58
H: -1.00 -0.24 -9.17
H: -1.82 -0.67 -7.64
H: -0.82 -1.84 -8.42
H: 0.22 0.81 -7.36
H: 0.68 -2.01 -6.41
H: -0.21 -0.87 -5.46
H: 2.49 -2.11 -4.32
H: 1.14 -1.13 -3.59
H: 2.90 -0.55 -3.81
C: 6.45 0.58 -5.04
C: 5.38 1.62 -5.00
C: 5.27 2.55 -3.82
N: 4.27 3.79 -3.88
C: 4.19 4.41 -2.51
C: 2.84 3.36 -4.32
C: 2.63 4.09 -5.60
C: 3.43 5.36 -5.37
C: 4.77 4.91 -4.90
H: 7.46 0.87 -5.32
H: 6.23 -0.23 -5.73
H: 6.54 0.09 -4.07
H: 4.47 1.08 -5.24
H: 5.53 2.33 -5.82
H: 6.20 3.02 -3.49
H: 4.80 1.94 -3.05
H: 3.58 5.30 -2.61
H: 5.22 4.67 -2.24
H: 3.69 3.75 -1.80
H: 2.16 3.69 -3.54
H: 2.65 2.28 -4.37
H: 1.60 4.36 -5.86
H: 2.99 3.53 -6.46
H: 2.81 6.10 -4.85
H: 3.54 5.79 -6.37
H: 5.32 5.74 -4.47
H: 5.38 4.47 -5.69
C: -2.48 -3.77 0.81
C: -2.02 -5.14 1.37
C: -0.55 -5.08 1.80
N: 0.07 -6.43 2.20
C: -0.68 -6.93 3.40
C: 1.49 -6.17 2.61
C: 2.27 -7.43 2.40
C: 1.72 -7.90 1.02
C: 0.22 -7.54 1.10
H: -2.09 -3.58 -0.19
H: -2.19 -3.05 1.57
H: -3.56 -3.77 0.62
H: -2.23 -5.82 0.55
H: -2.58 -5.34 2.29
H: -0.35 -4.41 2.64
H: 0.05 -4.62 1.01
H: -1.66 -7.18 3.00
H: -0.86 -6.18 4.18
H: -0.16 -7.79 3.82
H: 1.58 -5.80 3.63
H: 1.78 -5.39 1.91
H: 1.99 -8.12 3.19
H: 3.33 -7.27 2.20
H: 1.88 -8.97 0.95
H: 2.27 -7.43 0.20
H: -0.43 -8.36 1.41
H: -0.16 -7.15 0.16
N: 1.42 5.42 -0.68
O: 0.70 4.49 -0.50
O: 1.21 6.21 -1.62
O: 2.36 5.60 0.05
N: 4.81 1.00 0.04
O: 4.50 0.05 -0.73
O: 5.30 1.99 -0.45
O: 4.34 0.94 1.18
N: -4.19 3.71 0.19
O: -2.99 3.67 0.29
O: -4.78 3.17 -0.73
O: -4.86 4.30 1.01
N: -4.15 0.05 1.11
O: -5.32 0.35 0.87
O: -3.23 0.44 0.45
O: -3.93 -0.80 1.98
N: -0.01 0.84 6.08
O: -0.48 1.58 5.23
O: 1.00 1.04 6.67
O: -0.63 -0.18 6.31
N: -1.36 2.07 -4.77
O: -0.14 2.36 -4.87
O: -1.88 2.12 -3.69
O: -1.98 1.63 -5.70
N: 1.61 -2.69 -0.46
O: 2.18 -2.54 0.60
O: 2.16 -3.00 -1.50
O: 0.36 -2.63 -0.45